Molecular formula: C32H38BrNO8Rh
Method: DFT, the ωB97M-V functional and the def2-TZVPD basis

Geometry as XYZ:
```
81
C32H38BrNO8Rh, DFT the ωB97M-V functional and the def2-TZVPD basis
Rh 0.05953 0.76229 -0.15099
O 2.66225 -1.15446 2.72082
C 1.55674 -0.77994 2.10190
O 1.49535 0.25576 1.47445
C 0.45459 -1.80557 2.36678
O -0.69616 -1.67238 1.54693
C -0.67128 -2.43834 0.38213
C 0.62162 -2.26703 -0.44605
O 1.27058 -3.27995 -0.60415
O 0.90226 -1.08867 -0.84747
H 3.35920 -0.49179 2.56540
H 0.12194 -1.65137 3.39518
H 0.90171 -2.79959 2.29650
H -1.17716 -0.37577 -0.32594
H -0.91098 -3.49019 0.56257
C -2.98531 7.24163 -3.69722
C -2.35622 6.94189 -2.33702
C -3.35212 7.35223 -1.24367
C -1.07729 7.77793 -2.19698
C -2.01670 5.46227 -2.17783
C -1.42263 5.00756 -1.00688
C -1.14445 3.66718 -0.88208
Br -0.31649 3.07588 0.73828
C -1.39750 2.67707 -1.84454
O -1.12622 1.40067 -1.63857
C -1.99255 3.14371 -3.03796
C -2.27565 4.50558 -3.15094
C -2.34445 2.27521 -4.25834
C -1.52372 2.75839 -5.46476
C -2.06456 0.78005 -4.09390
C -3.84036 2.44286 -4.57209
H -3.21896 8.30441 -3.75936
H -3.91601 6.69119 -3.84205
H -2.30669 7.00431 -4.51774
H -3.58462 8.41452 -1.32480
H -2.94993 7.17314 -0.24612
H -4.28317 6.79140 -1.34064
H -1.29804 8.83303 -2.36256
H -0.32953 7.46722 -2.92757
H -0.64032 7.68253 -1.20266
H -1.16861 5.68614 -0.20402
H -2.72340 4.83900 -4.07470
H -0.45669 2.64787 -5.26923
H -1.71783 3.80471 -5.69619
H -1.77258 2.16830 -6.34814
H -1.00668 0.59118 -3.91905
H -2.35949 0.27582 -5.01726
H -2.62283 0.34616 -3.26410
H -4.07472 3.44839 -4.91810
H -4.44949 2.25063 -3.68615
H -4.14121 1.74722 -5.35714
C -5.43167 -1.06061 -2.89002
O -4.79573 -1.67960 -1.77173
C -4.48811 -0.89963 -0.70869
C -4.39335 0.48675 -0.74756
C -4.09329 1.19346 0.40500
C -3.91645 0.54221 1.62071
C -3.99648 -0.83411 1.66814
C -4.24599 -1.55018 0.50650
N -4.28552 -2.97515 0.56683
C -3.91834 -3.85153 -0.33067
C -3.01665 -3.68988 -1.43547
C -3.14250 -4.59830 -2.49396
C -2.40543 -4.43788 -3.65311
C -1.52547 -3.37171 -3.76810
C -1.32194 -2.49296 -2.70421
C -2.04957 -2.68086 -1.55685
O -1.77564 -1.89730 -0.42476
H -5.76764 -1.87464 -3.52474
H -4.72630 -0.43716 -3.44044
H -6.28498 -0.46685 -2.56049
H -4.54924 1.01378 -1.67644
H -4.00423 2.26915 0.35052
H -3.70590 1.10427 2.51848
H -3.84348 -1.36445 2.59933
H -4.77958 -3.34878 1.36989
H -4.36128 -4.83575 -0.21171
H -3.85362 -5.40929 -2.40960
H -2.52105 -5.13752 -4.46755
H -0.95857 -3.23503 -4.67779
H -0.58551 -1.70157 -2.75203
```

Values from the calculation:
gap between HOMO and LUMO = 5.46 eV
E_HOMO = -0.3602 Ha
LUMO energy = -0.1595 Eh
total charge = +1



Molecular formula: C32H38Cl4N2OPPdSSi
Method: DFT, the ωB97M-V functional and the def2-TZVPD basis

Geometry as XYZ:
```
81
C32H38Cl4N2OPPdSSi, DFT the ωB97M-V functional and the def2-TZVPD basis
Pd 0.13415 0.17420 -0.10631
Cl 0.21245 -0.04443 2.83939
C 1.91162 0.35828 2.86050
C 2.42221 0.85369 4.04146
C 3.76987 1.19032 4.12119
C 4.60217 1.04187 3.02266
C 4.08815 0.55509 1.83302
C 2.73572 0.19556 1.73318
P 2.23975 -0.53765 0.19082
C 2.13074 -2.30018 0.26653
C 1.87001 -3.03215 -0.90472
C 1.92254 -4.41097 -0.87233
C 2.21044 -5.06693 0.32436
C 2.44102 -4.34872 1.48867
C 2.41154 -2.96288 1.46513
C 3.17582 0.09963 -1.15321
C 3.36660 1.49143 -1.19850
C 4.10247 2.04965 -2.22295
C 4.64726 1.23114 -3.20894
C 4.47982 -0.14768 -3.15925
C 3.75526 -0.72215 -2.13072
H 1.77332 0.97407 4.89816
H 4.16334 1.57163 5.05412
H 5.64973 1.30067 3.08942
H 4.74044 0.43718 0.97773
H 1.66337 -2.52258 -1.83905
H 1.75540 -4.98187 -1.77632
H 2.26156 -6.14785 0.34284
H 2.67253 -4.86760 2.40872
H 2.63827 -2.39964 2.36150
H 2.94998 2.11352 -0.41860
H 4.26404 3.11867 -2.25982
H 5.22492 1.67176 -4.01100
H 4.93663 -0.77591 -3.91159
H 3.67150 -1.79759 -2.07172
C -1.56684 -4.55201 0.30996
C -2.54361 -3.80579 -0.58909
N -3.01334 -2.53828 0.01318
C -4.37608 -2.58672 0.60015
C -4.42806 -3.36713 1.90300
C -2.26382 -1.46873 0.06034
C -2.75139 -0.26174 0.80569
N -1.04006 -1.43095 -0.54166
H -1.23877 -5.45974 -0.19499
H -2.03949 -4.84080 1.24655
H -0.68524 -3.95692 0.55035
H -3.43002 -4.41067 -0.76355
H -2.12198 -3.59286 -1.57343
H -5.01209 -3.04996 -0.15350
H -4.73889 -1.57406 0.73999
H -4.15992 -4.41285 1.76066
H -5.44681 -3.34236 2.28688
H -3.76919 -2.93595 2.65808
H -3.67148 0.12542 0.37333
H -2.02911 0.55652 0.79798
H -2.94477 -0.52754 1.84552
H -0.74270 -2.30915 -0.94523
C -5.15855 4.99585 -1.32409
C -3.74535 4.53560 -1.12816
C -2.83501 4.55596 -2.18281
C -1.51599 4.17373 -1.99422
C -1.10771 3.77717 -0.72645
C -1.99703 3.73621 0.34829
C -3.30810 4.10889 0.13368
S 0.57924 3.35848 -0.52109
C 1.14203 4.60426 0.61771
O 0.57888 2.09038 0.41794
H -5.45999 4.93835 -2.36768
H -5.24976 6.03884 -1.01208
H -5.85433 4.41799 -0.71772
H -3.16105 4.88118 -3.16235
H -0.81414 4.19531 -2.81968
H -1.66836 3.42405 1.33231
H -4.00844 4.09555 0.95961
H 0.53400 4.57086 1.52016
H 1.03008 5.56330 0.11098
H 2.19159 4.42424 0.84439
Cl -0.58946 -1.84346 -3.43590
Si -0.68036 -0.11908 -2.38508
Cl 0.61011 1.10624 -3.38053
Cl -2.49330 0.75078 -2.39183
```

Values from the calculation:
energy relative to the best compared isomer or geometry (same formula, charge and spin) = 142.1 kJ/mol
gap between HOMO and LUMO = 6.02 eV
E_HOMO = -0.6074 Ha
LUMO energy = -0.3861 Eh
total charge = +3



Molecular formula: C32H38F6N9O4S2V
Method: DFT, the ωB97M-V functional and the def2-TZVPD basis

Geometry as XYZ:
```
92
C32H38F6N9O4S2V, DFT the ωB97M-V functional and the def2-TZVPD basis
V -0.38363 -0.27957 -0.32946
C -0.45155 3.39331 -2.15843
C 0.74250 3.60104 -1.22684
N 0.75524 2.71357 -0.07069
C -0.15233 3.06245 0.99440
C -1.57910 2.68319 0.67318
C -2.61442 3.52875 1.04730
C -3.91438 3.21390 0.69524
C -4.13462 2.07249 -0.05266
C -3.05334 1.26327 -0.36812
C -3.29067 0.00093 -1.15947
N -2.08192 -0.47298 -1.85452
C -1.95973 0.11254 -3.21678
C -1.77396 1.62390 -3.24048
N -0.56901 2.00974 -2.55724
N -1.80189 1.53809 0.01024
H -0.33599 4.09152 -3.00181
H -1.38175 3.68125 -1.65811
H 0.76519 4.66222 -0.93608
H 1.65545 3.40656 -1.79307
H 1.69217 2.61804 0.29593
H -0.14156 4.13563 1.23738
H 0.15866 2.52893 1.89625
H -2.38612 4.43941 1.58448
H -4.73517 3.86317 0.96970
H -5.12579 1.80628 -0.39564
H -4.10708 0.17853 -1.86822
H -3.62199 -0.77886 -0.47257
H -2.21733 -1.46888 -1.99551
H -2.85438 -0.13727 -3.79914
H -1.09993 -0.35497 -3.69638
H -2.62121 2.11507 -2.75128
H -1.82033 1.93621 -4.29566
H 0.26524 1.67473 -3.02278
F 0.82458 -4.99428 1.51280
C 1.41294 -3.93105 2.06389
F 2.51600 -4.30844 2.68339
F 0.57359 -3.38346 2.93876
S 1.78520 -2.72615 0.72193
O 0.45935 -2.36818 0.23915
O 2.59848 -3.47257 -0.20400
N 2.61291 -1.61161 1.41274
S 2.18485 -0.14506 1.76362
O 3.15892 0.81904 1.37973
O 0.78897 0.13451 1.46014
C 2.20202 -0.13483 3.60331
F 1.31669 -1.01008 4.08274
F 1.85096 1.08547 4.01203
F 3.40318 -0.42919 4.06164
N -4.03088 0.30943 9.75119
C -3.77878 0.03618 8.66492
C -3.46568 -0.30367 7.30242
C -2.25532 0.10384 6.74768
C -1.94997 -0.22789 5.44015
C -2.86706 -0.94896 4.68886
C -4.07670 -1.35652 5.23175
C -4.37322 -1.03951 6.54479
N -2.55830 -1.27680 3.33879
C -2.78326 -2.48020 2.70538
C -2.30404 -2.32778 1.44409
N -1.80156 -1.05570 1.28280
C -1.97072 -0.45775 2.43852
H -1.55182 0.66362 7.34796
H -0.99490 0.04875 5.01320
H -4.78826 -1.90299 4.62744
H -5.31149 -1.34901 6.98334
H -3.21535 -3.32136 3.21701
H -2.26101 -3.06087 0.65631
H -1.69541 0.55832 2.66961
C 2.31193 -4.01250 -3.60201
N 1.25263 -3.62096 -2.64042
C 0.38335 -4.77249 -2.30587
C 0.43795 -2.42407 -3.09117
C 1.26316 -1.16890 -3.06614
C 2.01749 -0.88469 -4.21177
C 2.93824 0.14553 -4.20573
C 3.11225 0.85954 -3.02613
C 2.30147 0.60443 -1.92827
C 1.28648 -0.37324 -1.90021
H 2.86822 -4.84471 -3.17821
H 2.97307 -3.16754 -3.76351
H 1.84474 -4.31016 -4.53937
H 1.73434 -3.34557 -1.76869
H -0.17042 -5.06949 -3.19482
H -0.30313 -4.47431 -1.51725
H 0.99942 -5.59782 -1.95835
H -0.37581 -2.36244 -2.37097
H 0.04503 -2.68670 -4.07696
H 1.88074 -1.47539 -5.11381
H 3.52269 0.37249 -5.08746
H 3.86952 1.63322 -2.97212
H 2.45891 1.21566 -1.05063
```

Values from the calculation:
multiplicity = 4
energy relative to the best compared isomer or geometry (same formula, charge and spin) = 77.6 kJ/mol
<S²> = 3.758
gap between HOMO and LUMO (alpha / beta) = 7.14 / 8.45 eV
E_HOMO (alpha / beta) = -0.3436 / -0.3921 Ha
LUMO energy (alpha / beta) = -0.0811 / -0.0814 Eh
total charge = +1